1.
A cluster of 2 separate species, BH4N in total, computed with wB97M-V/def2-TZVPD.

The gap between HOMO and LUMO (alpha / beta) comes out at 9.476 / 9.384 eV. Its electronic energy is -81.8535 hartree. The energy above the lowest of the compared OMol25 structures with the same formula, charge and spin is 103.4 kcal/mol. The HOMO energy (alpha / beta) comes out at -10.207 / -10.084 eV.

Cartesian coordinates (Å):
1 H 0.19 0.49 -1.65
2 H 0.05 -0.34 1.54
3 N 0.00 -0.21 0.56
4 H -1.47 0.60 -0.36
5 H 1.71 -0.81 0.51
6 B -0.48 0.28 -0.60

***

2.
A cluster of 2 separate species, C21H26FNO4P in total, computed with wB97M-V/def2-TZVPD.

The gap between HOMO and LUMO comes out at 6.648 eV. Its electronic energy is -1612.7906 hartree. Its charge is -1. The energy above the lowest of the compared OMol25 structures with the same formula, charge and spin is 15.9 kcal/mol. The HOMO energy comes out at -3.883 eV.

Cartesian coordinates (Å):
1 H 0.00 -0.97 -1.95
2 H 0.10 0.69 -3.58
3 O 3.56 1.09 -0.72
4 C 0.99 -0.84 -1.52
5 C 3.60 -2.15 -0.69
6 H -3.71 -4.46 0.53
7 N 0.05 0.98 -0.17
8 H 0.84 2.39 -4.89
9 H -0.15 4.10 -1.15
10 H 1.70 -1.01 -2.33
11 C -5.13 -3.33 1.67
12 O 2.50 0.23 1.03
13 H 3.53 -1.63 -1.63
14 C 4.84 -2.54 -0.25
15 H -1.48 2.37 2.41
16 C 1.20 0.60 -0.98
17 C 2.56 -3.09 1.23
18 H -0.86 4.95 1.65
19 C 2.54 0.64 -0.15
20 C 1.14 -1.94 -0.47
21 H 1.39 3.33 -3.49
22 O 0.13 -2.50 -0.05
23 C -3.95 -3.51 0.97
24 C 0.27 1.57 -2.94
25 C 0.62 3.87 -0.41
26 C -5.43 -2.11 2.25
27 C -1.76 4.34 1.55
28 H -5.83 -4.16 1.77
29 C 4.94 -3.19 0.95
30 C 3.80 -3.47 1.66
31 P 0.25 2.46 0.74
32 C 2.46 -2.42 0.04
33 F -2.51 -0.21 1.30
34 C -1.45 2.83 1.42
35 C -3.06 -2.45 0.83
36 H -0.22 0.23 0.45
37 H 1.56 3.64 -0.93
38 H -6.35 -1.97 2.79
39 H -0.32 3.40 -3.99
40 H -0.66 1.80 -2.41
41 H -2.13 -2.56 0.28
42 H -2.20 2.29 0.83
43 H 0.83 4.73 0.22
44 H -4.75 -0.08 2.57
45 H -2.33 4.50 2.47
46 H 1.66 -3.29 1.79
47 H 5.93 -3.46 1.31
48 C -3.37 -1.24 1.42
49 H -2.36 4.64 0.69
50 H 5.71 -2.28 -0.85
51 C 0.56 2.76 -3.90
52 C -4.54 -1.05 2.12
53 O 1.39 1.45 -2.10
54 H 3.89 -3.98 2.61

***

3.
The molecule C13H16N2O4S, computed with wB97M-V/def2-TZVPD.

The gap between HOMO and LUMO comes out at 7.542 eV. Its electronic energy is -1313.4097 hartree. The energy above the lowest of the compared OMol25 structures with the same formula, charge and spin is 157.2 kcal/mol. The HOMO energy comes out at -8.699 eV.

Cartesian coordinates (Å):
1 N 1.34 5.14 -3.33
2 C 1.81 -0.94 1.08
3 H -0.55 1.40 -0.51
4 H -0.73 -1.17 -2.52
5 C -0.36 -0.66 -1.55
6 O -0.48 -3.84 0.45
7 H -0.22 -1.14 4.01
8 H 2.83 -0.84 1.63
9 C 0.05 -1.58 2.98
10 C -0.95 0.83 -1.42
11 H 1.69 1.02 -0.16
12 C 1.21 5.12 -1.91
13 O -4.42 -1.64 0.79
14 C 0.69 -0.37 2.09
15 C 1.97 -0.10 -0.28
16 H 0.83 -2.42 3.08
17 C 1.24 -0.75 -1.56
18 H -2.09 0.71 -1.24
19 H 1.62 -2.06 0.90
20 C -2.49 -1.37 2.30
21 C -3.40 -2.20 1.26
22 H 1.64 -0.28 -2.54
23 H 3.10 -0.10 -0.53
24 N 0.66 4.04 -3.81
25 S -0.76 1.78 -3.02
26 C 0.15 3.35 -2.66
27 C -1.26 -2.07 2.15
28 C -1.40 -3.26 1.09
29 H -0.76 -1.26 -0.66
30 H 1.51 -1.86 -1.58
31 O -2.82 -3.48 1.01
32 H -2.79 -0.48 2.95
33 H 1.14 0.45 2.76
34 O 0.45 3.99 -1.43
35 H 1.71 5.94 -1.30
36 H -0.16 0.08 1.47

***

4.
A structure of composition C21H23Br3F2O6, computed with wB97M-V/def2-TZVPD.

The gap between HOMO and LUMO comes out at 8.754 eV. Its electronic energy is -9187.2318 hartree. The HOMO energy comes out at -9.090 eV.

Cartesian coordinates (Å):
1 H 1.26 -3.07 -4.33
2 Br -1.03 -2.13 -4.06
3 Br 1.45 -1.12 -5.84
4 C 0.36 5.84 -1.09
5 F -0.04 6.22 0.13
6 H 0.71 1.24 -0.19
7 C -0.32 -5.91 1.26
8 H -2.16 -2.65 1.95
9 H -1.63 5.70 -1.85
10 H 2.38 -2.50 1.97
11 C 0.34 -0.46 2.58
12 C -0.61 -5.06 0.22
13 O -2.58 -1.02 -0.32
14 H -0.80 2.40 -2.63
15 C -1.93 -0.03 -0.32
16 H 0.81 -3.22 2.32
17 O 0.37 -1.71 4.50
18 H -0.86 2.51 1.01
19 C 0.90 -2.06 -4.23
20 O -0.73 -0.12 3.44
21 H 2.46 6.07 -0.65
22 H -0.68 -6.45 3.32
23 H 1.58 4.88 -4.60
24 C -1.47 -4.52 2.79
25 O -2.15 1.03 0.47
26 C 2.15 5.40 -2.63
27 C -0.14 5.25 -3.35
28 C 1.71 5.74 -1.36
29 C -0.58 5.56 -2.07
30 C -0.21 1.45 -0.74
31 H 0.04 -0.93 1.64
32 O -1.56 -0.95 5.37
33 F 0.43 -7.00 1.02
34 H -1.57 -3.18 -0.33
35 H 2.11 -0.77 3.72
36 Br 1.75 -1.30 -2.65
37 H 0.80 0.47 2.23
38 H -1.86 2.91 -0.42
39 H -0.86 5.05 -4.13
40 C 1.24 -1.36 3.44
41 C 1.22 5.20 -3.63
42 H 0.66 3.02 -1.84
43 C -0.74 -0.91 4.51
44 H 0.68 1.56 -2.80
45 H -1.72 -4.27 3.82
46 O -0.78 0.13 -0.99
47 H -0.30 -5.32 -0.79
48 C -1.32 2.11 0.10
49 H 3.21 5.34 -2.85
50 C -1.32 -3.88 0.45
51 C -0.78 -5.69 2.56
52 H 2.06 -3.37 3.46
53 C -1.68 -3.61 1.76
54 C 1.64 -2.65 2.75
55 C 0.09 2.11 -2.07

***

5.
A cluster of 6 separate species, C10H23Br2Cl8NO in total, computed with wB97M-V/def2-TZVPD.

The gap between HOMO and LUMO comes out at 9.792 eV. Its electronic energy is -9354.3506 hartree. The HOMO energy comes out at -9.482 eV.

Cartesian coordinates (Å):
1 H -5.27 0.04 0.26
2 H -0.38 1.08 0.76
3 H -1.24 2.56 -2.15
4 Cl 4.61 -4.21 0.80
5 Br 0.61 -3.89 0.77
6 H 2.43 -1.57 1.31
7 H -3.19 0.78 2.25
8 H 2.56 -5.61 -4.20
9 C -4.38 1.85 0.82
10 Cl 3.94 4.29 -0.91
11 O -2.06 2.20 1.28
12 C 2.14 -1.60 0.27
13 H 2.79 -2.24 -0.31
14 H -4.74 2.66 2.78
15 H -2.80 0.42 0.53
16 H 2.60 2.83 0.35
17 H 0.03 -1.46 0.78
18 Cl 1.04 3.89 -1.07
19 Cl 4.53 -6.29 -3.16
20 H 2.27 -6.24 -2.54
21 H 5.46 -2.15 0.07
22 C 5.58 -2.75 0.97
23 C -0.81 1.64 1.59
24 C -1.89 1.77 -2.49
25 C 2.46 3.83 -0.04
26 H 5.26 -2.19 1.84
27 Cl -2.12 1.94 -4.22
28 H -4.27 2.24 -0.20
29 C -3.07 1.21 1.25
30 Br 2.31 0.20 -0.45
31 H -2.86 1.78 -2.02
32 H -0.88 0.96 2.46
33 Cl 2.86 -3.97 -2.56
34 C 0.69 -2.04 0.15
35 Cl 7.30 -3.10 1.18
36 N -5.47 0.88 0.79
37 H -0.13 2.44 1.87
38 H -5.77 0.61 1.71
39 C -4.77 3.00 1.74
40 H -4.08 3.83 1.62
41 H 2.33 4.53 0.78
42 H -5.78 3.32 1.49
43 Cl -1.10 0.23 -2.08
44 C 2.90 -5.62 -3.17
45 H 0.35 -2.07 -0.88

***

6.
A structure of composition C23H34BrN5O2Se2Si2W, computed with wB97M-V/def2-TZVPD.

The gap between HOMO and LUMO comes out at 6.180 eV. Its electronic energy is -9344.2113 hartree. The energy above the lowest of the compared OMol25 structures with the same formula, charge and spin is 31.3 kcal/mol. The HOMO energy comes out at -7.407 eV.

Cartesian coordinates (Å):
1 H 1.53 2.73 3.95
2 C 5.09 0.56 0.14
3 H -0.34 1.26 -4.92
4 O 1.24 0.81 -2.19
5 H 0.77 4.31 3.83
6 Se -1.67 3.22 -3.17
7 H -0.52 -5.69 -1.23
8 N 2.77 0.58 -0.14
9 C 3.96 0.16 -0.56
10 C 4.94 1.35 1.27
11 C -0.79 1.96 -2.23
12 H -5.82 -0.31 0.56
13 H -2.34 -2.77 1.33
14 Si 0.57 3.15 1.68
15 N -0.62 -0.38 -2.12
16 H -1.61 3.97 2.32
17 H -1.45 2.31 2.86
18 H 3.37 -0.33 -2.55
19 H -0.23 -5.53 1.93
20 C 4.03 -0.72 -1.77
21 H -2.44 -2.78 -0.46
22 N -0.64 1.81 -0.93
23 Br 0.22 -0.48 3.26
24 H 0.19 -3.97 2.66
25 H 5.05 -0.80 -2.13
26 C 0.33 -4.59 1.78
27 H -0.36 -4.19 -2.16
28 N 1.26 1.63 1.05
29 H 0.92 0.04 -4.60
30 H -2.51 -0.69 3.95
31 H -0.86 -1.56 -5.06
32 H -2.37 0.21 -0.81
33 Si -0.29 -3.72 0.24
34 C -2.45 0.00 0.24
35 H -4.67 -0.55 2.71
36 C 0.02 -4.74 -1.29
37 C -2.10 -3.32 0.42
38 O -1.76 -2.32 -2.61
39 C -2.53 -0.50 2.89
40 H -2.10 -0.37 -4.66
41 C 0.91 4.47 0.40
42 C -3.72 -0.42 2.19
43 C -1.11 -0.75 -4.38
44 H 1.97 4.50 0.14
45 H 2.37 4.08 3.15
46 C -3.70 -0.17 0.83
47 C -0.08 0.39 -4.32
48 C -1.34 -0.33 2.21
49 H 5.82 1.64 1.83
50 C 1.40 3.60 3.30
51 H -2.64 -4.28 0.46
52 N -1.29 -0.07 0.91
53 H 0.64 5.46 0.79
54 H 1.08 -4.95 -1.44
55 C -0.07 0.72 -2.85
56 H 3.57 2.37 2.59
57 H -1.81 2.67 1.14
58 H 1.39 -4.84 1.70
59 W 0.56 0.44 -0.45
60 H 6.07 0.25 -0.20
61 H -4.87 -0.80 -0.85
62 C -1.25 2.98 2.02
63 H -5.04 0.90 -0.45
64 C 2.60 1.37 0.94
65 H 3.67 -1.72 -1.51
66 C 3.70 1.77 1.70
67 H 0.34 4.29 -0.51
68 Se 1.19 -1.94 0.11
69 C -1.21 -1.27 -2.94
70 C -4.93 -0.09 -0.02

***

7.
A cluster of 11 separate species, H22O11 in total, computed with wB97M-V/def2-TZVPD.

The gap between HOMO and LUMO comes out at 11.013 eV. Its electronic energy is -840.7098 hartree. The energy above the lowest of the compared OMol25 structures with the same formula, charge and spin is 106.9 kcal/mol. The HOMO energy comes out at -11.101 eV.

Cartesian coordinates (Å):
1 H -0.33 0.68 2.25
2 O -4.59 -0.76 -1.97
3 H 3.33 -0.47 -2.14
4 H 5.22 -1.16 0.25
5 H -1.28 -3.74 -0.56
6 O -2.87 2.02 0.41
7 H -2.85 -0.90 4.29
8 H -4.04 0.05 -1.91
9 H -0.20 -0.38 -0.52
10 O -0.97 0.02 1.94
11 O -1.37 3.67 -2.37
12 H 3.40 -1.67 -0.82
13 O 0.46 -1.01 -0.33
14 H -1.36 -4.05 -2.05
15 H 3.31 1.44 1.84
16 H -1.53 4.63 -2.36
17 O 3.16 2.35 2.16
18 H -0.46 -0.39 1.27
19 H -4.92 -0.82 -1.07
20 H 2.17 2.46 1.98
21 O -1.13 -3.42 -1.46
22 H -0.11 -1.77 -0.03
23 O -3.36 -1.12 3.59
24 H 3.45 -0.93 0.50
25 O 5.35 -0.27 0.12
26 H -2.78 2.92 -0.06
27 O 2.44 -0.07 -2.10
28 H -2.82 -1.58 2.95
29 H -3.57 2.27 1.03
30 O 2.87 -1.49 -0.03
31 H 2.36 0.36 -2.93
32 H 4.53 0.21 -0.08
33 H -1.40 3.48 -1.36

***

Per-record strongest force on any atom, eV/Å: 6.3 2.1 6.3 1.7 0.7 0.5 4.9